Run w
The following is a DFT calculation (wB97M-V/def2-TZVPD) of 13 unconnected molecules or ions with the total composition C63H148N4O13.

Last column: Mulliken charge in e.
CARTESIAN COORDINATES (ANGSTROEM)
H 6.346 0.152 -4.808  0.44
C -5.466 3.489 -4.149  0.73
C 3.502 -4.349 2.622  -1.14
C 3.436 -4.842 1.220  0.43
C -1.003 -0.400 -1.298  1.91
H -0.411 3.243 3.433  -0.08
H 1.756 5.329 -0.179  0.42
N 0.509 0.819 0.305  0.11
H 4.381 1.101 -6.997  0.33
H 3.172 4.393 6.317  0.37
C 2.086 4.711 0.657  -0.87
H 2.996 -3.381 2.682  -0.09
H -0.544 2.967 -0.916  -0.25
H 5.188 3.369 -0.431  0.33
H 0.879 -2.604 0.735  -0.60
O 2.574 2.799 -0.773  0.10
H 1.625 -5.459 1.483  0.18
H -1.773 -0.134 -5.998  0.61
H -2.347 -3.647 4.417  0.33
C 5.534 0.025 -5.513  -0.86
H -5.694 -0.055 -1.634  0.28
C -5.590 -4.953 -3.177  -1.64
H 0.486 -3.317 -4.430  0.36
H 1.487 4.671 3.097  0.03
H 3.065 -5.100 -2.367  0.40
H -2.848 -3.024 -5.500  0.49
H 1.114 3.262 5.494  0.07
N 3.194 1.454 -4.545  1.16
O 2.399 2.268 -3.636  -0.34
C -4.154 4.241 -4.007  -0.24
C 2.591 -0.938 5.621  0.59
H -3.298 3.594 -3.831  -0.25
O 1.027 -2.292 8.792  -0.50
H 5.419 0.664 -2.779  0.38
H 3.255 2.974 1.097  -0.45
H -1.262 -4.788 5.209  0.36
C -4.114 -2.557 -1.458  -1.21
H 0.339 0.190 3.044  -0.20
H 3.987 -2.894 0.468  0.01
H 3.035 4.191 -5.548  0.35
H 2.892 -1.138 1.874  0.01
C -4.900 -3.542 -5.158  -1.47
H -0.918 -0.502 -4.471  -0.48
C 4.278 -1.045 7.526  -1.44
H 5.996 -0.564 -6.342  0.42
H -5.161 -2.776 -5.893  0.33
C -1.241 0.282 -5.116  -0.64
C -1.008 -4.620 3.054  1.80
H 0.379 1.923 -1.968  -0.42
H -0.151 -2.829 6.691  0.51
C 2.779 2.843 4.199  -0.67
H 4.539 -4.204 2.972  0.49
H -7.218 -4.731 -5.280  0.41
C 3.592 0.214 -3.834  1.24
O 0.804 0.618 -6.292  -0.76
H -7.587 -2.421 -2.238  0.41
C 3.401 3.303 -6.086  -1.58
C 3.761 -2.387 9.555  -1.97
H 4.778 -1.537 -4.286  0.29
O -5.069 5.884 -1.154  -0.58
O 0.650 -4.476 -1.407  -0.63
H -2.627 -5.355 4.246  0.45
H 3.622 3.409 3.725  0.36
H -2.598 -1.833 -3.333  -0.67
C 2.845 -0.030 9.277  -1.36
C 4.450 4.174 -0.223  -1.86
C -0.776 0.912 -0.509  2.60
C -1.995 1.226 0.357  -1.86
C -5.906 -3.710 -4.029  1.65
C -1.820 -4.578 4.298  -1.58
C -4.647 -1.796 -2.662  2.90
H 2.728 0.694 8.476  0.31
N 2.061 -1.864 7.833  0.09
O -6.498 4.461 -4.448  -0.62
H -2.718 -5.219 1.864  0.52
C -2.018 2.470 4.424  0.84
O -1.113 2.590 3.322  -0.07
C -0.734 -1.671 -0.474  -0.42
H -2.264 -3.530 1.829  0.22
H -1.468 -1.779 0.359  -0.26
H 4.375 4.805 -1.109  0.31
H 4.036 1.340 -2.033  -0.18
H -3.713 -1.932 -0.680  0.00
H 6.073 2.559 -3.893  0.30
H 2.661 -1.526 -2.974  0.55
H -0.719 -0.891 2.174  0.63
C 2.388 -4.636 -3.108  -1.48
H -2.649 4.986 -1.630  0.16
C 4.222 2.313 -5.215  1.53
H -8.120 -4.002 -3.912  0.41
H -3.893 3.465 0.829  -0.20
H 5.050 -0.443 8.070  0.43
H -0.344 -0.306 7.394  0.48
C 2.392 -0.579 -3.434  -0.81
C -4.180 5.291 -0.206  0.27
H -1.999 -0.417 -1.693  -0.92
H -3.456 1.157 3.425  0.33
C 4.376 -0.658 -4.814  -1.67
C 2.438 4.843 5.634  -1.70
H 1.661 5.364 6.234  0.39
H 5.925 1.942 -6.553  0.38
H -5.456 3.082 -6.236  0.45
H 3.667 0.745 6.613  0.06
H -0.354 -0.473 -2.181  -0.93
H -2.487 4.637 4.455  0.35
H -5.324 0.028 -3.326  0.55
H 2.280 2.115 3.513  0.09
H -2.101 0.288 4.154  0.15
H 1.293 -3.391 5.824  0.49
H 2.622 0.562 1.972  -0.19
H 2.997 -5.031 3.281  0.53
C 5.078 1.383 -6.144  -1.25
H 0.344 1.687 -4.583  -0.57
H 1.650 0.973 -5.958  -0.01
C -0.164 1.289 -5.512  2.57
H 4.715 -1.972 7.140  0.32
H -0.806 -2.566 -1.093  0.63
H -6.352 -4.976 -2.385  0.37
C 4.238 -3.951 0.291  -1.16
H 2.984 5.592 5.113  0.40
H 2.962 -2.483 10.260  0.46
O -0.070 -5.769 3.046  -0.58
C -0.788 2.441 -6.250  -1.73
H -2.051 0.746 -4.530  -0.22
H -0.198 1.816 1.750  -0.74
C -2.774 5.498 -0.668  -0.84
C 0.649 -2.490 5.967  -1.83
H -1.659 2.942 -5.807  0.14
H -3.525 3.635 3.454  0.08
C 5.175 3.131 -4.225  -1.46
H 1.935 -0.071 9.906  0.18
H -3.678 3.600 5.231  0.41
H 2.860 -3.954 -3.803  0.25
C -2.966 3.656 4.420  -1.33
H 1.201 4.179 1.039  -0.32
H -3.387 0.981 5.116  0.51
C 1.231 -3.882 -2.503  2.65
H 2.533 2.744 -6.497  0.18
H -5.825 2.895 -3.287  0.17
H 2.120 -0.337 4.793  -0.84
H -4.183 3.193 -0.886  -0.25
H 1.764 -0.784 -4.297  0.38
H 5.514 4.064 -4.671  0.53
H -2.102 5.081 0.052  0.01
H 3.672 0.222 9.955  0.45
O 2.061 -4.803 0.907  -0.51
H 2.537 5.295 1.467  0.45
H 3.745 -0.964 -5.623  0.46
C -4.921 -0.326 -2.364  -2.15
C 3.216 -1.343 8.526  1.49
C 0.287 -0.665 2.365  -1.02
H 0.320 0.292 5.828  -0.28
H -4.562 1.917 -5.165  0.10
H -4.585 -4.941 -2.706  0.31
H -4.215 4.970 -3.193  -0.08
C 0.592 -0.097 6.829  -0.96
H -3.136 -4.011 -4.046  0.18
H -4.765 -4.489 -5.678  0.55
H 3.760 -5.892 1.149  0.36
H -2.075 0.601 1.259  -0.38
N -5.895 -2.446 -3.132  -0.02
H 0.536 -1.476 9.037  0.38
H 2.974 -1.902 5.178  0.11
H 4.083 -4.194 -0.757  0.19
O 0.957 4.395 3.839  -0.65
H -1.375 2.092 -2.263  -0.46
C 0.669 -1.684 0.138  0.38
H -0.001 3.148 -6.485  0.39
C -1.835 -4.535 1.793  -1.16
H -1.226 -4.776 0.915  0.21
H 3.106 -0.067 0.404  -0.46
H 4.028 3.688 -6.889  0.47
H 1.735 -0.097 -2.708  -0.55
O -6.708 -2.636 -1.936  -0.52
C -3.574 -1.919 -3.819  -0.14
C 4.374 0.456 -2.575  -1.40
H 1.990 2.127 -0.337  -0.46
H -4.674 6.747 -1.292  0.35
H -5.501 3.639 0.165  0.61
H 3.234 2.268 4.982  -0.02
H -7.426 -2.997 -5.217  0.47
H -1.033 1.931 -7.203  0.46
C 3.102 3.630 0.256  1.42
H -1.887 2.242 0.730  0.44
C -7.296 -3.883 -4.616  -1.99
H 0.702 -1.522 2.900  -0.74
H 1.920 -5.452 -3.679  0.44
C -2.760 1.152 4.235  -1.41
C 2.503 -0.283 1.302  -0.90
H 1.345 -1.704 -0.736  -0.70
H 3.936 -3.390 9.155  0.40
H -4.003 4.880 -4.885  0.47
H -4.331 5.765 0.773  0.32
H -0.696 -3.193 -3.066  -0.11
H 4.844 4.770 0.574  0.53
H 1.106 0.722 7.322  0.27
H -3.666 -1.064 -4.501  0.49
H 4.378 -0.425 -1.962  0.51
H 2.737 2.437 -2.736  0.00
C -0.589 2.015 -1.471  -0.05
H 1.223 -4.474 -0.620  0.25
H 4.593 3.392 -3.339  0.11
C 0.099 -3.761 -3.517  -1.20
H -2.484 6.557 -0.844  0.50
H 4.578 -0.331 5.501  0.43
H 4.675 -1.989 10.027  0.38
H -0.299 -4.793 -3.716  0.46
H -2.955 1.164 -0.127  0.32
H -3.363 -3.291 -1.735  0.08
C 1.472 -1.324 6.591  1.89
H 0.151 -2.205 5.031  0.02
O 0.642 1.919 1.257  2.93
H -6.363 1.910 -5.311  0.32
H -6.807 4.860 -3.620  0.34
H -0.312 -3.808 3.051  -0.75
H -0.563 -6.623 3.037  0.28
C -5.453 2.517 -5.292  -1.33
C -3.552 -3.201 -4.676  -1.05
C -4.471 3.814 -0.037  -0.32
H 5.283 -4.080 0.565  0.59
H -1.450 2.461 5.378  0.13
H -4.024 0.280 -2.196  0.05
C 1.766 3.791 4.820  0.98
H 1.537 -2.831 -2.259  -0.86
H -4.903 -3.083 -0.907  0.56
H -5.584 -5.931 -3.754  0.36
C 0.969 -0.425 1.007  2.06
C 3.791 -0.305 6.294  -0.45

Output
HOMO level: -8.3 eV
molecular weight: 1169.9 g/mol
lowest unoccupied orbital energy: 0.014 Eh
frontier orbital gap: 8.65 eV

Run x
The following is a DFT calculation (wB97M-V/def2-TZVPD) of 13 unconnected molecules or ions with the total composition C63H148N4O13.

Last column: Mulliken charge in e.
CARTESIAN COORDINATES (ANGSTROEM)
H -6.526 -2.735 -2.651  -0.16
H 1.411 1.253 -1.380  -0.11
H -6.065 -0.939 -4.691  0.37
H 0.847 4.916 -5.265  0.37
O 2.434 7.373 1.770  -0.62
H 1.387 -5.612 2.017  0.32
C 0.433 1.599 -1.715  -1.13
H 1.614 3.724 2.997  0.37
C -2.863 -0.365 6.900  -1.20
C -3.277 -5.525 -4.372  -1.83
H 3.957 4.085 2.987  0.42
H 4.822 5.103 1.772  0.32
H 0.511 4.643 1.951  0.36
C 4.330 -6.691 -0.304  -1.68
C 5.305 -0.400 0.385  -1.49
H 2.698 -1.502 3.883  -0.60
H -7.251 -1.852 -0.326  0.22
H -0.568 10.788 0.928  0.46
H 3.065 -0.581 -2.291  0.29
H -0.770 -3.445 6.057  0.21
N 2.490 6.336 0.857  1.03
O 2.633 -0.608 5.777  -0.64
C -0.031 9.910 0.568  -1.13
C -6.915 -1.264 0.528  -1.16
H 0.304 3.615 -4.146  0.32
H 5.362 -1.435 0.722  0.33
H -5.432 5.526 0.620  0.41
C 2.671 5.034 1.572  1.61
C -2.003 1.380 -1.332  -1.20
H 5.007 0.447 -1.540  -0.42
H -3.772 -0.849 -4.857  0.55
C 3.660 -5.312 -0.297  -0.38
H 4.040 -9.728 1.129  0.37
C 3.463 -1.050 -1.391  -0.36
C 0.245 -7.075 -1.015  -2.19
H 0.224 -4.742 6.675  0.52
O -0.392 1.490 1.155  0.22
C 1.337 -6.626 0.017  1.90
H 3.435 -8.399 2.649  0.41
H 7.135 1.999 -6.199  0.41
H -2.531 8.331 -1.357  0.36
H 2.678 -2.863 7.193  0.10
O -4.342 2.999 0.311  -0.39
H 3.818 3.307 -1.381  0.69
H -4.554 -2.485 6.127  0.41
H 4.987 -2.365 4.085  0.37
H 4.776 8.182 0.227  0.43
H -2.178 -1.029 7.426  0.24
H -6.894 -3.731 -6.807  0.55
H 5.219 0.570 -7.422  0.38
C 3.821 -7.513 2.144  -1.41
H 0.052 -3.553 8.398  0.30
H 3.433 -2.134 -1.495  0.44
H -2.547 -2.861 -4.205  0.22
H -7.741 0.464 -0.516  0.20
H -2.260 -1.707 -1.306  -0.51
H -1.084 -0.327 -2.966  0.70
H 3.585 -4.862 0.693  0.22
H -0.387 7.614 -3.593  0.36
O 0.512 -1.653 7.488  -0.50
C -0.840 5.073 -2.371  -0.23
H -3.799 -6.385 -3.952  0.45
C -4.138 -4.259 -4.117  1.70
C -6.782 0.119 -0.130  0.44
C 2.220 -5.568 -0.757  -0.56
H -8.149 -4.184 -5.746  0.34
H -2.233 3.240 1.763  -0.04
H -0.148 7.166 0.049  0.06
O -6.310 1.023 0.847  -0.46
C 4.324 -9.074 0.305  -1.69
C -6.315 -3.203 -4.810  1.39
H 1.418 -1.365 1.671  0.15
H 1.866 3.758 0.127  -0.53
C 0.702 -6.036 1.283  -1.58
C 4.478 -2.065 5.001  -1.65
C -4.552 5.261 1.206  -1.67
C 3.942 0.238 4.026  -1.21
H -7.754 -2.170 -3.749  0.47
H -7.741 -3.925 -3.320  0.45
C 3.308 6.735 -0.412  1.29
C 2.874 3.874 0.526  -0.40
O 1.491 -8.820 0.881  -0.51
H -4.582 -3.274 -2.217  0.00
H -4.357 -1.430 -3.305  -0.63
H -3.213 -4.446 -2.066  0.35
H -2.230 1.657 -2.362  0.67
H -1.195 4.059 -2.555  0.09
C -0.511 -2.040 0.069  -1.25
H -0.549 -7.741 -0.676  0.48
H 0.474 -0.849 -2.273  0.17
O -6.150 -5.552 -4.396  -0.50
H -3.344 2.328 2.794  -0.03
H -7.863 -2.449 -6.257  0.37
H 1.392 -1.290 7.362  0.30
C 5.424 0.998 -5.260  0.57
H -3.697 5.666 0.666  0.27
H 4.085 5.667 -2.170  0.76
H -1.336 1.662 1.192  -0.27
H 4.411 -0.563 -6.381  0.36
C 5.253 0.128 -6.426  -1.48
N -0.373 0.415 0.263  1.14
O -0.676 7.585 0.733  -0.36
H 0.541 -2.247 -0.130  -0.10
C 0.256 -3.717 6.304  -1.19
O 5.510 0.143 -4.212  -0.50
H 0.468 1.768 -2.791  0.26
H 0.507 10.017 -0.375  0.24
H -3.632 -0.265 4.860  0.16
H 4.355 -7.038 -1.337  0.33
C -2.054 -0.828 1.632  -1.77
H -1.258 -1.700 5.665  -0.06
H 0.627 -0.333 2.831  0.44
H -6.142 -6.197 -5.107  0.35
C 0.447 -1.124 2.104  -2.49
H 4.828 -7.257 2.472  0.34
H 1.601 7.510 -1.544  -0.05
H -2.129 8.949 0.952  0.44
H -0.006 -5.266 0.977  0.22
H -2.741 -0.840 0.786  0.16
H 3.188 0.782 3.457  0.15
C -0.374 5.664 -3.691  0.34
H -4.853 -0.086 -0.932  -0.56
H 5.160 -1.595 5.711  0.38
H 4.249 -4.626 -0.906  0.39
H -4.768 -5.103 -2.148  0.41
H -1.043 -2.902 0.470  0.57
H -2.556 0.680 6.850  0.27
H -3.677 -0.563 7.597  0.41
H 0.465 2.545 -1.174  -0.14
C -0.581 -0.669 -2.062  -1.63
H -4.566 5.881 2.102  0.42
H 1.268 5.499 3.212  0.54
N 2.148 -7.817 0.215  0.40
H 6.079 -0.582 -6.417  0.32
H 3.071 8.046 -2.162  0.42
C 4.788 7.182 -0.208  -1.69
H -2.282 -1.626 2.339  0.42
C 4.885 -0.545 -1.104  1.04
H 5.519 -1.298 -2.670  0.44
H 5.410 6.625 0.493  0.27
H -3.021 4.108 2.910  0.51
H 3.238 -6.627 2.394  0.25
H 1.784 -0.301 5.450  0.39
C 2.608 7.765 -1.216  -1.43
H 2.334 -5.858 -1.802  0.55
O 0.248 6.895 -3.563  -0.58
H 7.102 2.359 -4.549  0.38
H 1.498 7.398 1.982  0.37
C -4.191 -4.250 -2.505  -1.21
H 2.289 -4.315 8.065  0.40
C -4.267 -1.684 -4.361  0.67
H 5.389 -8.856 0.390  0.36
H -3.161 -3.243 5.601  0.23
H -1.821 9.926 -1.475  0.45
C 3.922 4.988 2.376  -1.95
H -0.873 8.478 -1.826  -0.03
C 3.350 -1.063 4.638  1.63
C 3.412 5.460 -1.338  -0.56
H -5.524 -1.709 -6.185  0.42
H -4.728 2.148 0.532  0.12
H -6.875 0.920 1.616  0.26
H 1.728 -4.602 -0.641  -0.27
H 1.058 -9.325 0.189  0.37
H -1.293 5.739 -4.272  0.48
C -1.180 -1.856 -1.331  -0.01
N -5.434 -4.412 -4.766  0.26
H 2.402 5.298 -1.713  -0.58
C 2.048 -3.254 7.991  -1.43
H 0.961 -3.727 5.472  0.12
H 2.437 -2.701 8.846  0.36
H -6.155 -0.606 -2.005  -0.07
H -5.814 1.083 -1.846  0.37
H 6.190 0.204 0.585  0.45
C 6.859 1.554 -5.243  -1.39
H -7.572 -1.380 1.389  0.46
H -5.914 -1.573 0.831  0.23
H -2.313 0.066 2.200  0.22
C -7.139 -3.035 -3.501  -1.19
H 4.804 0.090 3.375  0.38
C -3.760 -2.357 5.391  -1.20
H -0.216 5.029 -1.478  -0.22
H 2.627 8.712 -0.676  0.41
H 3.859 5.694 3.203  0.35
H 5.371 -6.725 0.020  0.58
H 3.240 2.982 1.034  0.37
H 4.444 0.107 0.820  0.20
C -0.623 -0.828 1.034  2.12
H 2.886 -0.730 -0.523  -0.16
H -2.381 -5.341 -3.779  0.34
H 4.669 1.781 -5.325  0.18
C -3.539 -2.957 -4.646  -1.34
H 4.106 -9.418 -0.706  0.45
O -1.724 -1.135 5.045  -0.20
C -4.500 3.732 1.497  0.81
H -3.302 -2.867 -5.707  0.35
H -3.166 -5.883 -5.396  0.37
C 1.445 4.684 2.510  -2.03
H -1.123 -2.804 -1.868  0.57
H 0.656 9.526 1.322  0.17
H -2.714 0.644 -0.957  -0.60
C -5.609 -1.837 -5.106  -1.50
H -0.302 -6.270 -1.505  0.39
H -4.154 -2.410 4.376  0.23
H 0.175 -2.053 2.606  0.48
H 5.849 0.635 -3.461  0.31
C -3.089 -0.963 5.496  0.70
H -5.468 3.412 1.884  0.21
C -1.624 8.902 -1.159  -1.06
H -1.628 5.759 -2.059  0.26
C -1.215 8.866 0.364  0.37
C 3.600 -7.814 0.621  1.15
H 4.726 4.310 -0.201  0.27
C 0.622 -3.044 7.620  0.94
C -5.858 0.152 -1.280  0.03
H 0.095 -6.741 1.852  0.36
C -7.425 -3.388 -5.919  -1.94
H 0.754 -7.542 -1.858  0.50
H 4.350 0.878 4.808  0.42
H 5.374 7.272 -1.122  0.40
C 3.765 4.147 -0.689  -0.97
C 0.602 4.660 -4.235  -1.36
H -2.163 2.291 -0.756  0.12
C -0.664 0.668 -1.137  2.54
H 7.553 0.715 -5.195  0.35
H 1.546 4.661 -3.691  0.22
O 5.827 -1.395 -1.766  -0.65
C -3.209 3.262 2.249  -0.41
H 4.082 -2.979 5.444  0.38

Output
HOMO level: -8.0 eV
molecular weight: 1169.9 g/mol
lowest unoccupied orbital energy: 0.016 Eh
frontier orbital gap: 8.40 eV

run w (6.381 eV below the next structure)